# 1
# C5H10N

An isolated ion of composition C5H10N and charge +1 (ωB97M-V with the def2-TZVPD basis set, OMol25).

Properties
LUMO level: -4.9 eV
SMILES: C=C/[NH+]=C/CC
frontier orbital gap: 0.3788 hartree
2S+1: 1
energy above the lowest of the compared OMol25 structures with the same formula, charge and spin: 56.4 kcal/mol
charge: +1

Last column: natural (NBO) charge in e.
CARTESIAN COORDINATES (ANGSTROEM)
C1 2.754 -0.673 0.644  -0.324
C2 2.371 0.103 -0.336  -0.071
C3 -0.061 0.235 -0.035  0.315
C4 -1.527 0.555 0.352  -0.456
C5 -2.634 -0.319 -0.341  -0.603
N1 1.137 0.796 -0.299  -0.461
H1 3.698 -1.068 0.306  0.239
H2 2.245 -1.176 1.480  0.248
H3 2.755 0.202 -1.285  0.231
H4 -1.248 0.227 1.409  0.270
H5 -0.002 -0.736 -0.413  0.200
H6 -1.894 1.563 0.336  0.262
H7 -2.292 -1.297 -0.527  0.218
H8 -2.958 0.118 -1.342  0.239
H9 -3.520 -0.423 0.246  0.251
H10 1.177 1.893 -0.194  0.442

# 2
# C5H10N2

One molecule with the formula C5H10N2 (ωB97M-V with the def2-TZVPD basis set, OMol25).

Properties
LUMO level: 0.2 eV
SMILES: C=N/C=C/CCN
frontier orbital gap: 0.3189 hartree
2S+1: 1
energy above the lowest of the compared OMol25 structures with the same formula, charge and spin: 69.7 kcal/mol
charge: 0

Last column: natural (NBO) charge in e.
CARTESIAN COORDINATES (ANGSTROEM)
C1 -0.394 -0.086 -2.023  -0.205
C2 -1.078 0.146 -0.668  -0.461
C3 -0.162 0.114 0.536  -0.216
C4 -0.617 0.188 1.805  -0.057
N1 0.183 0.632 2.926  -0.428
C5 1.407 0.861 2.639  -0.008
N2 0.230 -1.412 -2.091  -0.867
H1 -1.198 0.052 -2.772  0.190
H2 0.406 0.602 -2.254  0.169
H3 -1.853 -0.630 -0.620  0.220
H4 -1.669 1.073 -0.544  0.229
H5 0.868 -0.034 0.237  0.194
H6 -1.608 -0.276 1.962  0.203
H7 1.719 1.370 1.717  0.135
H8 2.293 0.710 3.247  0.170
H9 0.589 -1.825 -1.245  0.368
H10 0.882 -1.484 -2.854  0.364

# 3
# C5H10N2

One molecule with the formula C5H10N2 (ωB97M-V with the def2-TZVPD basis set, OMol25).

Properties
LUMO level: 0.6 eV
SMILES: C=NC(=C)CCN
frontier orbital gap: 0.3430 hartree
2S+1: 1
energy above the lowest of the compared OMol25 structures with the same formula, charge and spin: 80.1 kcal/mol
charge: 0

Last column: natural (NBO) charge in e.
CARTESIAN COORDINATES (ANGSTROEM)
C1 1.165 -1.023 -0.112  -0.199
C2 -0.088 -1.154 0.773  -0.467
C3 -1.043 -0.077 0.491  0.198
C4 -1.607 0.914 1.283  -0.452
C5 -0.945 0.902 -1.812  -0.026
N1 -1.163 -0.037 -0.974  -0.483
N2 1.822 0.259 0.063  -0.880
H1 1.879 -1.762 0.250  0.178
H2 0.902 -1.365 -1.033  0.201
H3 0.225 -0.928 1.771  0.214
H4 -0.525 -2.104 0.483  0.228
H5 -1.495 0.718 2.404  0.214
H6 -1.971 1.802 0.776  0.213
H7 -0.320 0.809 -2.814  0.177
H8 -1.218 1.940 -1.497  0.128
H9 1.826 0.904 -0.742  0.382
H10 2.555 0.203 0.689  0.373